Molecular formula: C46H91Cl28N13O13
Method: DFT, wB97M-V/def2-TZVPD

Geometry as ORCA input:
```
! RIJCOSX wB97M-V def2-TZVPD def2/J DEFGRID3
* xyz 0 1
C -4.577 2.464 0.495
C -3.511 1.635 -0.161
O -2.345 1.911 0.035
N -3.910 0.607 -0.877
C -2.978 -0.280 -1.522
H -5.139 1.962 1.283
H -5.330 2.668 -0.265
H -4.100 3.403 0.777
H -4.889 0.381 -0.981
H -3.383 -1.211 -1.919
H -2.131 -0.454 -0.858
H -2.568 0.169 -2.427
C 0.215 -0.079 1.271
C 0.944 1.139 0.790
O 2.193 1.080 0.637
N 0.200 2.231 0.519
C 0.817 3.509 0.129
H -0.745 0.019 1.779
H 0.982 -0.645 1.798
H -0.077 -0.713 0.434
H -0.804 2.122 0.477
H 1.361 4.008 0.931
H 0.137 4.229 -0.326
H 1.549 3.271 -0.644
C 5.129 -0.203 2.206
C 5.987 -0.005 0.975
O 7.225 -0.145 0.999
N 5.287 0.364 -0.078
C 5.892 0.681 -1.332
H 4.542 -1.122 2.186
H 4.452 0.628 2.405
H 5.733 -0.174 3.113
H 4.356 0.709 0.109
H 5.310 0.505 -2.236
H 6.739 0.021 -1.521
H 6.386 1.650 -1.398
C 5.817 -6.565 0.194
C 6.200 -5.140 -0.341
O 7.135 -4.519 0.151
N 5.396 -4.587 -1.241
C 5.510 -3.178 -1.693
H 6.828 -6.972 0.168
H 5.096 -7.193 -0.329
H 5.556 -6.380 1.236
H 4.608 -5.137 -1.553
H 5.650 -3.300 -2.767
H 6.273 -2.540 -1.245
H 4.523 -2.737 -1.553
C 2.379 -2.951 0.072
C 1.661 -3.970 1.037
O 1.050 -3.593 2.052
N 1.727 -5.269 0.677
C 1.113 -6.317 1.535
H 2.429 -3.524 -0.854
H 3.356 -2.704 0.487
H 1.757 -2.059 -0.003
H 2.292 -5.438 -0.144
H 1.718 -6.705 2.354
H 0.940 -7.206 0.929
H 0.187 -5.975 1.997
C -2.167 4.671 -1.851
C -2.071 5.698 -2.906
O -1.004 6.241 -3.135
N -3.261 6.040 -3.506
C -3.456 6.957 -4.637
H -2.052 5.192 -0.901
H -1.383 3.914 -1.837
H -3.107 4.125 -1.931
H -4.034 5.440 -3.256
H -4.279 7.627 -4.386
H -3.631 6.386 -5.548
H -2.536 7.497 -4.861
C -6.513 -1.209 0.989
C -7.262 -0.548 -0.164
O -6.759 0.399 -0.704
N -8.462 -1.084 -0.416
C -9.473 -0.513 -1.345
H -5.443 -1.319 0.810
H -6.894 -2.230 1.027
H -6.692 -0.718 1.945
H -8.694 -1.937 0.074
H -10.425 -0.429 -0.820
H -9.623 -1.124 -2.235
H -9.240 0.455 -1.788
C 0.470 0.720 -3.034
C 0.292 -0.725 -3.339
O 0.654 -1.564 -2.494
N -0.187 -1.029 -4.539
C -0.301 -2.412 -5.091
H -0.010 0.969 -2.087
H 0.083 1.290 -3.879
H 1.548 0.856 -2.950
H -0.522 -0.266 -5.110
H 0.312 -3.089 -4.496
H 0.131 -2.446 -6.091
H -1.347 -2.718 -5.094
C 1.236 -7.840 -2.102
C 2.144 -6.634 -2.264
O 3.196 -6.568 -1.638
N 1.664 -5.711 -3.173
C 2.466 -4.501 -3.518
H 1.693 -8.606 -2.729
H 0.244 -7.708 -2.534
H 1.242 -8.069 -1.037
H 0.902 -5.909 -3.806
H 2.199 -3.688 -2.843
H 2.210 -4.194 -4.532
H 3.539 -4.686 -3.463
C -3.562 0.139 4.241
C -4.392 -1.065 3.971
O -5.549 -0.964 4.309
N -3.849 -2.210 3.523
C -2.495 -2.314 3.033
H -3.043 0.495 3.352
H -2.868 -0.224 5.000
H -4.150 0.970 4.632
H -4.413 -3.039 3.404
H -2.189 -3.335 3.261
H -1.713 -1.749 3.541
H -2.527 -2.061 1.974
C 3.866 -3.927 4.768
C 2.707 -3.263 5.430
O 2.828 -3.013 6.611
N 1.609 -3.069 4.757
C 0.365 -2.460 5.325
H 4.122 -4.742 5.444
H 4.753 -3.297 4.828
H 3.606 -4.412 3.827
H 1.548 -3.385 3.799
H -0.434 -3.190 5.455
H 0.057 -1.601 4.729
H 0.456 -2.106 6.352
C -3.754 0.694 -5.014
C -2.643 1.628 -5.561
O -1.674 1.111 -6.185
N -2.696 2.980 -5.376
C -1.706 3.938 -5.919
H -3.193 -0.090 -4.506
H -4.356 0.128 -5.725
H -4.374 1.152 -4.243
H -3.456 3.470 -4.926
H -0.831 3.466 -6.367
H -1.249 4.389 -5.039
H -2.164 4.684 -6.569
C -3.794 -4.462 -1.001
C -2.753 -4.537 0.047
O -3.094 -4.641 1.177
N -1.424 -4.424 -0.268
C -0.905 -4.263 -1.578
H -4.834 -4.487 -0.676
H -3.631 -5.276 -1.707
H -3.758 -3.544 -1.587
H -0.807 -4.420 0.532
H -0.916 -5.126 -2.243
H 0.138 -3.961 -1.475
H -1.328 -3.371 -2.039
C 1.485 8.269 -0.464
Cl 0.660 6.879 0.262
Cl 2.438 9.100 0.839
Cl 2.522 7.779 -1.850
Cl 0.284 9.338 -1.129
C 3.669 4.365 -3.832
Cl 1.981 4.744 -3.636
Cl 4.035 2.636 -4.136
Cl 4.610 5.339 -5.100
Cl 4.291 4.680 -2.190
C 2.313 7.091 5.147
Cl 0.575 7.010 5.560
Cl 3.288 6.430 6.458
Cl 2.621 6.121 3.649
Cl 2.788 8.771 4.618
C -3.075 7.149 2.116
Cl -2.868 7.604 0.401
Cl -2.918 8.540 3.184
Cl -4.688 6.412 2.336
Cl -1.731 5.975 2.559
C 6.057 4.290 1.781
Cl 4.470 3.681 1.417
Cl 5.991 6.070 2.101
Cl 6.898 3.369 3.029
Cl 6.970 4.145 0.295
C -1.237 3.690 6.502
Cl -0.398 3.644 4.982
Cl -1.920 2.071 6.817
Cl -0.066 4.171 7.719
Cl -2.592 4.911 6.430
C 2.889 1.448 6.015
Cl 4.320 0.421 5.904
Cl 2.334 1.296 7.717
Cl 3.255 3.114 5.576
Cl 1.669 0.851 4.862
*
```

- relative energy (zero: lowest compared OMol25 entry of this formula, charge and spin) (eV) = 1.284
- E_HOMO (eV) = -8.64
- gap between HOMO and LUMO (eV) = 8.350
- energy (eV) = -445797.6805

Atomic partial charges in e from the Mulliken method, atoms 1 to 8:
1 C -1.238
2 C 0.328
3 O -0.884
4 N 0.501
5 C -0.389
6 H 0.289
7 H 0.420
8 H 0.196